(1)
A 6-piece molecular cluster, C43H95BClN3O24P5S overall in a non-equilibrium geometry. Source: OMol25; level of theory: wB97M-V/def2-TZVPD.

Each line ends with the Mulliken charge.
Positions of all 173 atoms, in Å:
C1 -2.433 7.034 0.817  -1.045
C2 -2.695 5.521 1.198  -0.520
C3 -1.581 5.027 2.196  0.578
C4 -0.887 3.643 1.775  -0.761
N1 0.453 3.901 1.231  0.281
N2 1.527 3.967 2.145  1.813
C5 2.377 2.761 1.775  -0.296
Cl1 3.933 2.692 2.754  -0.088
C6 1.659 1.382 2.028  0.391
C7 1.682 0.559 0.661  -1.577
C8 1.346 4.116 3.605  0.493
C9 2.319 5.243 4.223  -1.097
C10 3.356 4.810 5.317  -0.331
C11 2.597 3.997 6.444  -0.912
C12 2.921 2.480 6.461  0.318
O1 3.819 1.950 5.845  -0.566
N3 2.112 1.608 7.319  -0.277
C13 0.919 1.185 6.592  -0.234
C14 -0.399 1.701 6.983  -0.129
C15 -1.611 1.340 6.258  -0.533
C16 -1.572 0.441 5.102  -0.534
C17 -0.266 -0.111 4.736  -0.499
C18 0.947 0.257 5.468  -0.080
C19 2.768 6.152 2.967  1.834
C20 1.982 7.494 3.250  -0.874
S1 2.752 8.444 4.660  -0.167
C21 1.302 9.385 5.342  -0.359
C22 0.952 8.945 6.830  -0.926
C23 4.331 6.297 2.954  -2.264
B1 4.887 7.286 1.803  0.620
O2 4.972 6.809 0.458  -0.314
O3 5.327 8.593 2.051  -0.583
C24 2.273 5.251 1.735  -0.844
C25 1.709 6.115 0.545  -0.188
C26 2.129 5.559 -0.898  -0.697
C27 0.957 4.937 -1.738  -0.598
O4 -0.308 5.575 -1.567  -0.353
C28 -1.283 4.622 -2.060  -0.360
H1 -3.322 7.479 0.286  0.386
H2 -1.554 7.174 0.138  0.126
H3 -2.250 7.670 1.730  0.298
H4 -2.861 4.862 0.314  0.236
H5 -3.663 5.534 1.779  0.412
H6 -0.746 5.771 2.298  -0.824
H7 -1.981 4.880 3.242  0.542
H8 -0.954 2.935 2.639  -0.248
H9 -1.520 3.242 0.934  0.761
H10 0.625 3.343 0.397  -0.348
H11 2.742 2.835 0.714  0.995
H12 2.270 0.765 2.741  0.545
H13 0.642 1.446 2.482  -0.463
H14 1.708 -0.522 0.982  0.446
H15 2.635 0.724 0.098  0.379
H16 0.754 0.697 0.056  0.307
H17 0.366 4.420 4.040  0.019
H18 1.530 3.140 4.142  -0.751
H19 1.612 5.888 4.821  0.505
H20 4.279 4.313 4.941  0.417
H21 3.702 5.760 5.817  0.362
H22 2.949 4.403 7.436  0.594
H23 1.493 4.162 6.383  0.192
H24 2.690 0.799 7.559  0.424
H25 -0.521 2.388 7.850  0.449
H26 -2.599 1.757 6.553  0.366
H27 -2.491 0.191 4.531  0.440
H28 -0.233 -0.797 3.860  0.382
H29 1.913 -0.189 5.138  0.359
H30 0.882 7.322 3.433  0.541
H31 2.014 8.211 2.378  0.364
H32 0.395 9.146 4.726  0.214
H33 1.461 10.487 5.249  0.483
H34 0.228 8.087 6.731  0.203
H35 1.869 8.623 7.380  0.260
H36 0.412 9.776 7.359  0.362
H37 4.749 6.690 3.927  0.265
H38 4.819 5.297 2.802  0.187
H39 4.402 7.386 -0.081  0.219
H40 5.105 8.749 2.991  0.386
H41 3.274 4.946 1.310  0.067
H42 2.258 7.098 0.613  0.645
H43 0.629 6.383 0.616  -0.234
H44 3.004 4.850 -0.828  -0.285
H45 2.520 6.431 -1.497  0.527
H46 1.237 5.076 -2.827  0.356
H47 0.913 3.811 -1.609  0.263
H48 -0.998 4.330 -3.102  0.287
H49 -2.326 5.008 -1.961  0.256
H50 -1.242 3.677 -1.432  -0.014
C29 -0.653 2.027 -8.140  -0.776
O5 -0.378 2.300 -6.757  -0.292
P1 1.049 1.601 -6.138  0.912
O6 0.684 2.020 -4.726  -0.445
O7 1.966 2.732 -6.870  -0.323
C30 1.652 4.106 -6.705  -0.542
O8 2.475 0.839 -5.613  -0.203
C31 2.311 -0.535 -5.238  -0.717
H51 -1.559 2.561 -8.420  0.239
H52 0.169 2.366 -8.775  0.354
H53 -0.812 0.958 -8.285  0.305
H54 0.975 4.282 -5.868  0.173
H55 1.192 4.477 -7.624  0.248
H56 2.577 4.656 -6.536  0.265
H57 1.934 -1.117 -6.079  0.324
H58 1.621 -0.620 -4.394  0.241
H59 3.282 -0.930 -4.942  0.292
C32 6.850 5.038 -1.373  -0.325
O9 7.507 4.168 -2.302  -0.435
P2 7.393 2.506 -1.943  1.031
O10 8.365 2.093 -3.016  -0.662
O11 5.850 2.436 -2.471  -0.244
C33 5.536 2.893 -3.781  -0.674
O12 7.205 0.949 -1.292  -0.248
C34 8.159 0.614 -0.279  -0.740
H60 6.951 6.063 -1.726  0.339
H61 5.788 4.793 -1.300  -0.088
H62 7.315 4.953 -0.389  0.340
H63 6.420 2.994 -4.411  0.437
H64 5.032 3.860 -3.707  0.216
H65 4.851 2.181 -4.242  0.178
H66 8.092 1.316 0.554  0.296
H67 9.171 0.628 -0.692  0.344
H68 7.939 -0.388 0.085  0.233
C35 -2.789 -4.360 -1.299  -0.620
O13 -3.046 -3.849 -2.615  -0.246
P3 -1.920 -2.713 -3.194  0.877
O14 -2.731 -2.363 -4.415  -0.676
O15 -0.822 -3.872 -3.515  -0.308
C36 -1.188 -4.975 -4.334  -0.700
O16 -0.718 -1.543 -3.467  -0.115
C37 -0.999 -0.261 -2.897  -0.485
H69 -3.550 -5.105 -1.065  0.206
H70 -1.805 -4.833 -1.250  0.319
H71 -2.846 -3.551 -0.568  0.261
H72 -2.104 -4.791 -4.896  0.357
H73 -1.323 -5.855 -3.702  0.245
H74 -0.376 -5.172 -5.033  0.247
H75 -1.119 -0.352 -1.814  0.349
H76 -1.908 0.158 -3.336  0.330
H77 -0.164 0.406 -3.108  -0.058
C38 -4.911 -11.130 -0.023  -0.719
O17 -4.671 -9.716 -0.121  -0.337
P4 -5.959 -8.798 -0.746  0.966
O18 -5.152 -7.528 -0.841  -0.530
O19 -6.768 -8.890 0.666  -0.348
C39 -6.127 -8.490 1.867  -0.648
O20 -7.357 -8.148 -1.454  -0.266
C40 -7.396 -8.247 -2.882  -0.691
H78 -4.036 -11.597 0.428  0.276
H79 -5.782 -11.334 0.604  0.311
H80 -5.066 -11.552 -1.016  0.316
H81 -5.231 -7.895 1.684  0.319
H82 -5.857 -9.381 2.438  0.245
H83 -6.830 -7.902 2.457  0.249
H84 -7.341 -9.292 -3.191  0.308
H85 -6.568 -7.687 -3.324  0.307
H86 -8.337 -7.824 -3.231  0.234
C41 -6.380 -16.070 -5.075  -0.717
O21 -5.799 -15.268 -4.038  -0.303
P5 -6.166 -15.749 -2.445  0.971
O22 -5.544 -14.527 -1.818  -0.557
O23 -5.109 -16.985 -2.527  -0.335
C42 -3.762 -16.731 -2.902  -0.623
O24 -6.744 -16.397 -0.987  -0.262
C43 -8.049 -15.943 -0.614  -0.690
H87 -6.036 -15.689 -6.036  0.235
H88 -6.073 -17.114 -4.980  0.334
H89 -7.468 -16.002 -5.036  0.292
H90 -3.502 -15.674 -2.833  0.312
H91 -3.610 -17.075 -3.927  0.239
H92 -3.107 -17.302 -2.245  0.251
H93 -8.776 -16.203 -1.384  0.315
H94 -8.045 -14.860 -0.459  0.298
H95 -8.331 -16.433 0.317  0.236

Computed properties:
LUMO	-3.844	eV
calculated total energy	-6254.8874	a.u.
charge	+1
F_max	9.46	eV/A

---

(2)
C43H99O24 as an isolated structure in a non-equilibrium geometry. Source: OMol25; level of theory: wB97M-V/def2-TZVPD.

Each line ends with the Mulliken charge.
Positions of all 166 atoms, in Å:
O1 -0.279 -0.683 2.387  0.298
C1 0.814 0.152 2.578  0.608
O2 0.653 1.352 2.223  -0.805
O3 1.811 -0.333 3.137  -0.672
H1 -0.989 -0.117 2.058  -2.473
C2 -2.102 -1.392 6.209  -0.695
O4 -1.933 -0.897 4.890  0.066
C3 -0.551 -0.740 4.552  0.933
C4 0.021 0.567 5.026  -1.566
O5 -0.649 1.685 4.477  0.183
C5 0.175 2.834 4.352  -0.597
C6 -0.707 3.994 3.945  -0.274
O6 -1.435 4.480 5.082  -0.360
C7 -2.395 5.427 4.716  -0.706
H2 -1.491 -2.290 6.354  0.348
H3 -3.114 -1.785 6.324  0.173
H4 -1.945 -0.570 6.908  0.204
H5 -0.584 -0.717 3.460  0.218
H6 0.003 -1.642 4.824  -0.989
H7 1.080 0.639 4.749  0.752
H8 -0.035 0.651 6.121  0.387
H9 0.857 2.608 3.525  0.374
H10 0.718 3.019 5.282  0.311
H11 -1.458 3.652 3.226  0.006
H12 -0.166 4.850 3.532  0.445
H13 -3.193 4.989 4.104  0.249
H14 -1.961 6.295 4.206  0.293
H15 -2.859 5.776 5.641  0.251
C8 -0.954 0.305 -0.812  -0.087
O7 -0.727 0.720 -2.175  -0.462
C9 -1.688 -0.033 -2.904  0.105
C10 -3.044 0.614 -2.731  0.050
O8 -3.121 1.898 -3.287  -0.152
C11 -4.400 2.269 -3.705  -0.419
C12 -4.445 3.691 -4.252  -0.699
O9 -3.910 4.508 -3.235  -0.215
C13 -3.777 5.855 -3.609  -0.879
H16 -2.027 0.413 -0.621  -0.133
H17 -0.479 0.997 -0.115  0.223
H18 -0.608 -0.724 -0.708  0.033
H19 -1.713 -1.059 -2.525  -0.157
H20 -1.386 -0.035 -3.951  0.485
H21 -3.314 0.620 -1.669  -0.536
H22 -3.810 -0.046 -3.171  0.500
H23 -5.087 2.216 -2.851  0.159
H24 -4.782 1.569 -4.461  0.388
H25 -5.483 3.974 -4.464  0.399
H26 -3.904 3.808 -5.198  0.374
H27 -3.259 6.367 -2.798  0.247
H28 -4.693 6.368 -3.912  0.299
H29 -3.047 5.920 -4.430  0.346
C14 8.472 2.327 -4.115  -0.706
O10 7.361 2.053 -3.310  -0.127
C15 7.430 2.389 -1.944  -0.596
C16 7.382 3.874 -1.678  -0.616
O11 6.064 4.283 -1.960  -0.092
C17 5.685 5.555 -1.466  -0.724
C18 4.194 5.692 -1.749  -0.466
O12 4.020 5.731 -3.123  -0.276
C19 2.698 6.003 -3.527  -0.708
H30 9.422 2.104 -3.616  0.382
H31 8.395 3.354 -4.490  0.235
H32 8.379 1.693 -5.000  0.095
H33 8.420 2.046 -1.601  0.450
H34 6.567 1.936 -1.458  0.270
H35 8.013 4.420 -2.396  0.312
H36 7.682 4.087 -0.644  0.381
H37 6.295 6.316 -1.967  0.306
H38 5.896 5.556 -0.389  0.392
H39 3.900 6.618 -1.229  0.397
H40 3.701 4.822 -1.300  0.303
H41 2.655 6.157 -4.602  0.233
H42 2.338 6.909 -3.020  0.320
H43 2.058 5.151 -3.275  0.264
C20 -3.059 -2.792 1.735  1.457
O13 -2.392 -3.458 0.694  -0.568
C21 -1.507 -2.684 -0.088  0.479
C22 -0.892 -3.596 -1.128  -1.234
O14 -0.579 -2.826 -2.278  0.085
C23 -0.091 -3.668 -3.308  -0.708
C24 1.412 -3.947 -3.226  -0.621
O15 2.145 -2.827 -3.706  -0.255
C25 2.410 -1.788 -2.785  -0.608
H44 -2.344 -2.313 2.424  -0.899
H45 -3.534 -3.543 2.362  0.132
H46 -3.713 -1.996 1.369  -0.229
H47 -0.713 -2.216 0.509  0.195
H48 -2.046 -1.846 -0.547  -0.241
H49 -1.552 -4.439 -1.370  0.505
H50 0.039 -4.065 -0.785  0.319
H51 -0.226 -3.250 -4.306  0.319
H52 -0.693 -4.585 -3.243  0.428
H53 1.576 -4.695 -4.009  0.337
H54 1.709 -4.425 -2.291  0.418
H55 1.577 -1.129 -2.529  0.110
H56 3.252 -1.150 -3.048  0.269
H57 2.688 -2.167 -1.788  0.340
C26 -3.873 -4.639 7.482  -0.588
O16 -4.424 -5.520 6.531  -0.359
C27 -3.529 -6.496 6.033  -0.736
C28 -2.801 -6.062 4.777  -0.146
O17 -1.623 -5.339 5.054  -0.358
C29 -1.313 -4.433 4.001  1.154
C30 -0.089 -3.630 4.369  0.138
O18 1.098 -4.385 4.414  -0.509
C31 2.259 -3.609 4.568  -0.705
H58 -3.089 -3.977 7.099  0.145
H59 -3.464 -5.193 8.334  0.426
H60 -4.709 -4.008 7.789  0.230
H61 -4.107 -7.404 5.853  0.427
H62 -2.782 -6.783 6.785  0.336
H63 -3.479 -5.499 4.126  0.125
H64 -2.541 -6.992 4.248  0.333
H65 -2.090 -3.670 3.874  -0.992
H66 -1.204 -4.940 3.038  0.549
H67 -0.202 -3.066 5.306  0.023
H68 -0.059 -2.789 3.662  -0.068
H69 2.171 -2.907 5.407  0.227
H70 2.533 -3.109 3.638  0.244
H71 3.069 -4.266 4.897  0.320
C32 7.369 -2.035 -7.801  -0.820
O19 6.622 -1.876 -6.626  -0.278
C33 7.084 -0.770 -5.874  -0.853
C34 6.163 -0.535 -4.673  -0.417
O20 5.083 0.321 -4.915  -0.167
C35 4.056 -0.242 -5.705  -0.362
C36 2.738 0.440 -5.381  -0.401
O21 2.714 1.784 -5.841  -0.259
C37 2.124 1.923 -7.126  -0.730
H72 7.547 -1.113 -8.362  0.323
H73 6.889 -2.760 -8.461  0.262
H74 8.351 -2.490 -7.608  0.311
H75 7.038 0.171 -6.439  0.381
H76 8.120 -0.894 -5.536  0.542
H77 6.763 -0.063 -3.896  0.330
H78 5.791 -1.498 -4.297  0.325
H79 3.975 -1.313 -5.483  0.471
H80 4.247 -0.159 -6.781  0.154
H81 2.604 0.522 -4.304  -0.004
H82 1.876 -0.075 -5.822  0.380
H83 2.062 2.979 -7.373  0.232
H84 1.102 1.545 -6.998  0.314
H85 2.677 1.348 -7.875  0.242
C38 -4.945 -2.135 5.027  -0.142
O22 -5.220 -1.725 3.723  0.210
C39 -6.552 -1.316 3.496  -0.712
C40 -6.667 -1.074 2.012  -0.557
O23 -5.737 -0.038 1.782  -0.177
C41 -5.557 0.339 0.425  -0.588
C42 -4.611 1.527 0.488  -0.960
O24 -3.278 1.324 0.826  -0.518
C43 -2.934 0.694 2.045  1.596
H86 -5.442 -3.081 5.276  0.547
H87 -5.228 -1.389 5.782  0.437
H88 -3.874 -2.286 5.159  -1.114
H89 -6.689 -0.352 4.000  0.338
H90 -7.262 -2.076 3.845  0.365
H91 -7.692 -0.761 1.779  0.388
H92 -6.403 -1.977 1.453  0.271
H93 -6.480 0.695 -0.046  0.574
H94 -5.084 -0.515 -0.072  0.212
H95 -5.095 2.269 1.142  0.478
H96 -4.639 2.050 -0.472  0.427
H97 -3.310 1.267 2.899  0.659
H98 -1.850 0.704 2.147  1.116
H99 -3.324 -0.324 2.076  -0.936

Computed properties:
LUMO	2.216	eV
calculated total energy	-3502.9654	a.u.
relative energy (zero: lowest compared OMol25 entry of this formula, charge and spin)	530.2	kJ/mol
charge	-1
F_max	9.64	eV/A

---

Which of these has the highest F_max?
C43H99O24

---

The highest F_max belongs to which entry?
C43H99O24